Record 1
Here is a molecular structure, C4H7OV in a non-equilibrium geometry from the OMol25 dataset. Energies are from ωB97M-V/def2-TZVPD.

```
13
Properties=species:S:1:pos:R:3:forces:R:3:mulliken_spin:R:1
H 0.5435 0.7154 0.8181 0.1 0.9 -0.6 -0.0024
C -1.9119 1.0312 -0.3700 1.5 -2.0 -1.4 -0.0014
C -0.5364 0.5700 0.6871 -2.9 -3.1 -0.8 0.0276
C -1.4085 1.3666 1.5595 5.9 0.8 -0.3 -0.0461
O -1.5006 1.2479 2.8217 -1.4 0.2 1.1 -0.0422
V -1.0674 0.0858 4.1785 0.1 -0.4 0.5 4.0692
H -2.1280 2.1074 -0.4146 0.3 -0.2 0.4 0.0006
H -1.5024 0.7195 -1.3459 -0.5 0.2 -0.1 0.0013
H -0.6501 -0.5115 0.8522 -0.4 -0.3 -0.6 0.0019
H -0.3780 2.1024 1.2101 -4.2 1.8 1.3 -0.0249
C -3.0628 0.2257 0.2097 0.7 2.8 -0.5 0.0167
H -3.9367 0.8623 0.4300 0.4 -0.5 -0.2 -0.0012
H -3.2854 -0.6635 -0.4069 0.2 -0.1 1.2 0.0011
```
Positions in Å, forces in eV/Å.

Output
Net charge: 0
Molecular weight, u: 122.0
E_LUMO (alpha / beta), Ha: -0.0254 / -0.0118
DFT total energy, Ha: -1175.4227
2S+1: 5
⟨S²⟩: 6.010
Highest occupied orbital energy (alpha / beta), eV: -6.7 / -6.7

=====

Record 2
Here is 2 unconnected molecules or ions with the total composition C3H12NO in a non-equilibrium geometry from the OMol25 dataset. Energies are from ωB97M-V/def2-TZVPD.

```
17
Properties=species:S:1:pos:R:3:forces:R:3:mulliken_spin:R:1
C -1.0257 0.6361 -0.1888 1.3 -0.4 -0.6 0.3323
C -2.5049 0.8562 -0.3245 -0.6 1.3 -0.6 -0.0318
N -0.7273 -0.7153 0.4210 -0.9 0.6 -0.6 2.3037
H -0.5187 0.6274 -1.1600 -0.4 -0.2 -0.1 0.0135
H -0.3905 1.3339 0.3467 -0.6 0.3 0.5 0.0675
H -2.8654 0.4069 -1.2574 -0.1 -0.4 0.5 -0.1147
H -2.7639 1.9227 -0.4511 0.5 -0.1 0.0 -0.0311
H -1.3075 -1.4437 -0.0647 -0.1 -0.1 0.2 -0.5769
H 0.2450 -0.9901 0.2178 0.1 0.0 0.5 -0.2848
H -0.9934 -0.6407 1.4401 0.4 -0.5 0.1 -0.5726
H -3.1091 0.5771 0.5271 0.1 -0.5 0.1 -0.1052
C 2.6488 -0.7952 -0.0355 0.8 0.7 -0.1 0.4892
O 2.0805 0.3962 0.5351 0.0 -0.2 0.2 -0.3085
H 2.7590 1.0836 0.5556 -0.2 -0.3 0.0 0.0699
H 2.1697 -0.9688 -1.0005 0.1 -0.3 0.0 -0.1428
H 2.5862 -1.6780 0.6059 -0.5 0.3 0.1 -0.1480
H 3.7173 -0.6083 -0.1668 0.0 -0.2 -0.3 0.0403
```
Positions in Å, forces in eV/Å.

Output
Net charge: 0
Molecular weight, u: 78.1
E_LUMO (alpha / beta), Ha: 0.0293 / 0.0198
Relative energy (zero: lowest compared OMol25 entry of this formula, charge and spin), kcal per mole: 25.5
DFT total energy, Ha: -251.3399
2S+1: 2
⟨S²⟩: 0.751
Highest occupied orbital energy (alpha / beta), eV: -3.3 / -11.0

=====

Record 3
Here is a single C3H11N3O molecule in a non-equilibrium geometry from the OMol25 dataset. Energies are from ωB97M-V/def2-TZVPD.

```
18
Properties=species:S:1:pos:R:3:forces:R:3:nbo_charge:R:1
C -0.0766 -0.6895 0.1195 5.2 0.9 -0.9 0.2359
C -0.2863 0.4467 -0.8052 -6.7 -0.4 -0.2 -0.2557
C 2.2856 0.3386 0.7799 -0.1 0.0 0.4 -0.4186
N -1.9738 0.4892 -0.9312 2.1 1.3 -0.1 -0.5104
N 1.5630 -0.5361 -0.1233 -1.2 -1.1 0.5 -0.6937
N -2.6602 0.8477 0.2706 0.2 -0.6 0.0 -0.6697
O -0.4974 -1.9376 -0.2854 0.1 0.2 -0.1 -0.6917
H -0.2015 -2.0589 -1.1990 -0.1 0.0 0.1 0.4745
H -2.3561 -0.3917 -1.2813 0.4 0.3 0.4 0.3477
H 1.9935 -1.4573 -0.1687 -0.2 0.1 0.3 0.3599
H -0.3048 -0.5196 1.1692 -0.2 -0.1 -0.1 0.1759
H -2.3846 1.7759 0.5842 0.0 -0.2 -0.4 0.3435
H -2.4910 0.1897 1.0384 0.1 0.3 -0.2 0.3145
H 0.0032 0.2843 -1.8424 0.3 0.0 0.4 0.2192
H -0.0736 1.4307 -0.3931 0.4 -0.2 -0.2 0.2140
H 3.3048 0.5318 0.4214 -0.2 -0.2 -0.1 0.2039
H 1.7995 1.3186 0.8484 0.0 -0.2 -0.1 0.1848
H 2.3561 -0.0625 1.7979 0.1 0.1 0.1 0.1660
```
Positions in Å, forces in eV/Å.

Output
Net charge: 0
Molecular weight, u: 105.1
SMILES: CN[C@H](O)CNN
E_LUMO, Ha: 0.0329
Relative energy (zero: lowest compared OMol25 entry of this formula, charge and spin), kcal per mole: 89.5
DFT total energy, Ha: -360.2948
2S+1: 1
Highest occupied orbital energy, eV: -7.9

=====

Record 4
Here is 15 unconnected molecules or ions with the total composition C4H41N2O14S in a non-equilibrium geometry from the OMol25 dataset. Energies are from ωB97M-V/def2-TZVPD.

```
62
Properties=species:S:1:pos:R:3:forces:R:3:mulliken_spin:R:1
N 1.1321 0.0137 -0.5784 -2.2 -0.3 0.4 0.1007
C 0.2118 -1.1498 -0.9222 0.8 -0.5 0.4 -0.0177
C 0.9860 -2.2437 -1.6744 -1.2 0.7 1.2 0.0230
S 1.7929 -1.5940 -3.1351 0.1 -0.3 -0.2 0.0065
C -0.3982 -1.7477 0.3436 -0.4 0.6 0.0 -0.0346
N -1.3847 -0.8139 0.8803 0.1 0.7 -0.3 -0.0389
C -0.9205 0.0138 2.0044 -0.6 -1.5 0.2 0.0748
H 1.8430 0.1412 -1.2963 0.4 0.5 0.4 0.0773
H 1.5327 -0.0440 0.3619 0.6 -0.5 -0.1 -0.0076
H 0.4739 0.8024 -0.5456 0.7 0.5 -0.4 -0.0269
H -0.6161 -0.6839 -1.4436 0.2 -0.3 -0.7 0.0046
H 1.6046 -2.7070 -0.9071 0.6 0.0 -0.4 0.0087
H 0.1732 -2.9155 -1.8842 -0.1 -0.6 -0.7 -0.0120
H 1.9884 -2.7746 -3.7465 0.1 0.2 0.1 0.0002
H -0.9286 -2.6639 0.0964 0.2 -0.2 -0.2 0.0052
H 0.4039 -1.9826 1.0480 -0.1 0.0 0.2 0.0286
H -2.2571 -1.2713 1.0359 -0.2 -0.3 0.5 0.0015
H -1.6916 0.2943 2.7225 -0.5 0.4 -0.7 0.0299
H -0.4600 0.8743 1.5541 0.4 0.4 0.6 0.1723
H -0.2965 -0.5938 2.6618 0.7 0.3 -0.3 -0.0225
H 0.6050 1.6868 3.3699 0.2 0.2 0.4 0.0218
H 2.0566 1.3522 3.9170 -0.3 0.3 0.0 0.2729
O 1.4035 1.1605 3.2203 0.2 -0.4 -0.3 -0.3053
H 1.0966 4.0158 -1.1661 0.2 0.1 0.2 0.0087
H 2.0969 3.9542 -2.3231 -0.2 -0.2 0.1 -0.0144
O 1.4772 4.5447 -1.8821 -0.2 0.1 -0.1 0.0292
H 4.9340 1.3450 1.8111 -0.3 0.5 0.6 0.1556
H 3.3124 1.5259 2.0743 0.3 0.4 0.3 0.3900
O 4.0321 1.0473 1.6148 0.3 -0.8 -1.0 -0.8484
H -3.7771 -3.3823 0.7958 0.0 -0.1 0.0 -0.0004
H -4.3290 -1.9564 0.7408 0.0 -0.5 0.0 0.0000
O -4.4398 -2.8131 1.1992 -0.1 0.3 0.0 0.0012
H -0.3386 2.5347 -2.0726 0.2 0.0 0.0 -0.0047
H 0.2888 1.6937 -3.1791 0.0 0.1 0.0 0.0076
O -0.3724 1.6558 -2.4749 -0.2 0.0 0.0 -0.0267
H 4.1434 -0.2055 -1.1398 -0.3 -0.1 -0.6 -0.0063
H 4.1126 0.9871 -0.3136 -0.7 0.8 0.0 0.0716
O 3.7227 0.6723 -1.1578 1.1 -0.8 0.3 0.2106
H -2.5528 1.8659 -1.5060 0.0 0.0 0.0 -0.0003
H -1.9296 0.9153 -0.4701 0.0 0.0 0.2 -0.0016
O -2.6892 1.5073 -0.6192 0.1 -0.3 -0.3 0.0353
H 3.0317 1.3385 -2.9408 0.5 0.4 0.2 0.0063
H 3.4970 2.8000 -3.2245 0.4 -0.3 0.0 -0.0018
O 2.7498 2.1999 -3.2727 -0.7 0.0 -0.5 0.0403
H -2.7985 2.2758 1.0485 0.0 0.4 0.0 -0.0008
H -2.8608 3.5746 1.9134 -0.3 0.3 -0.1 0.0173
O -2.4096 2.7399 1.8098 0.4 -0.3 0.1 -0.0733
H -3.1779 -3.2090 2.8732 -0.2 0.1 -0.1 0.0015
H -1.8465 -3.4563 3.6110 0.0 0.0 0.1 0.0003
O -2.2217 -3.2108 2.7616 0.3 0.0 0.0 -0.0053
H -4.9672 -0.4856 -0.5703 0.0 0.1 -0.2 -0.0009
H -3.4656 -0.1511 -0.7154 -0.5 -0.1 -0.1 0.0011
O -4.1195 -0.8749 -0.8110 0.2 -0.1 0.3 0.0060
H -2.9408 -4.1899 -2.2127 0.2 -0.1 -0.1 -0.0001
H -3.1196 -3.0600 -1.2533 0.0 0.5 -0.1 0.0001
O -2.4283 -3.5332 -1.7286 -0.2 -0.2 0.1 0.0000
H 3.7097 -0.6049 1.0509 -0.2 -0.4 0.9 0.1123
H 3.2928 -1.9652 1.7718 0.3 0.3 0.2 -0.0121
O 3.2057 -1.4432 0.9714 -0.3 -0.1 -0.9 0.1838
H 0.9423 2.3618 0.8342 0.4 0.4 0.1 0.1187
H -0.4398 3.0053 0.8248 0.0 0.1 -0.1 0.0288
O 0.3243 2.8271 0.2436 -0.4 -0.3 0.2 0.2086
```
Positions in Å, forces in eV/Å.

Output
Net charge: 0
Molecular weight, u: 373.4
E_LUMO (alpha / beta), Ha: 0.0025 / 0.0006
DFT total energy, Ha: -1737.9533
2S+1: 2
⟨S²⟩: 0.751
Highest occupied orbital energy (alpha / beta), eV: -2.8 / -9.6